# 1
{"formula": "C4H11S2", "method": "wB97M-V/def2-TZVPD", "total_charge": -1, "orbital_gap_ha": 0.2176, "lumo_ha": 0.12353, "e_above_lowest_kj_mol": 103.4, "species": ["C", "S", "C", "H", "H", "H", "H", "H", "H", "C", "C", "S", "H", "H", "H", "H", "H"], "xyz": [[-0.55720, 1.05749, -1.69341], [-2.36607, 0.81746, -1.53829], [-2.23977, -1.01615, -1.59139], [-0.17909, 1.83276, -1.02273], [-0.19034, 0.91395, -2.70353], [-0.19865, 0.21595, -1.05445], [-1.87759, -1.20405, -2.59634], [-1.68249, -1.09802, -0.64985], [-3.21533, -1.50534, -1.62975], [2.05310, 0.06617, 2.46113], [1.24212, 0.00787, 1.16324], [0.38107, -1.57833, 0.78482], [2.64796, -0.80872, 2.70464], [1.30384, 0.31188, 3.23421], [2.67330, 0.96359, 2.52210], [1.78699, 0.31630, 0.27530], [0.41814, 0.70719, 1.33431]], "forces_ev_per_a": [[-0.34, -1.58, 2.00], [-0.11, 0.56, -0.52], [-1.02, 1.36, -0.16], [-0.21, 0.75, -0.98], [0.15, 0.59, -0.02], [0.09, -0.03, -0.78], [1.11, -0.49, 0.36], [0.39, -1.52, -0.72], [-0.17, 0.31, 0.67], [-0.78, 0.88, 0.26], [-0.76, -0.42, 0.17], [0.42, 0.06, 0.29], [-0.13, -0.17, -0.03], [0.35, -0.85, 0.17], [0.46, 0.05, -0.39], [0.34, 0.13, 0.02], [0.20, 0.34, -0.35]]}

# 2
{"formula": "C4ClF2O3S2", "method": "wB97M-V/def2-TZVPD", "total_charge": -1, "orbital_gap_ha": 0.2820, "lumo_ha": 0.08706, "species": ["C", "C", "C", "C", "O", "O", "O", "F", "F", "S", "S", "Cl"], "xyz": [[-0.79532, 0.24198, -0.00772], [3.19700, 0.46988, 0.27697], [-0.14356, 1.29138, -0.34649], [2.08102, -0.17231, 0.48144], [-2.54366, -1.92859, 0.42670], [-3.49177, 0.30944, 0.62870], [-2.82321, -0.56356, -1.54630], [0.12204, 2.41483, -0.93594], [1.73109, -1.67654, 0.32129], [0.77080, 0.67732, 1.11738], [-2.64286, -0.58532, -0.15098], [4.53845, -0.47851, -0.26505]], "forces_ev_per_a": [[-0.88, 0.43, -0.13], [0.36, 0.32, -0.11], [0.83, 0.03, 1.28], [-0.32, -3.46, -0.58], [0.65, 1.71, -0.48], [1.39, -0.02, -0.62], [0.33, 0.67, -2.21], [-0.43, -0.30, -0.47], [0.65, 2.79, 0.35], [-2.05, 0.02, -0.45], [-0.90, -2.05, 3.48], [0.37, -0.14, -0.07]]}

# 3
{"formula": "C5H8O2", "method": "wB97M-V/def2-TZVPD", "smiles": "C1C[C@@H]2O[C@H]2CO1", "orbital_gap_ha": 0.3756, "lumo_ha": 0.03608, "e_above_lowest_kj_mol": 610.1, "species": ["C", "C", "C", "O", "C", "C", "O", "H", "H", "H", "H", "H", "H", "H", "H"], "xyz": [[-1.22120, 1.02165, 0.09356], [0.24205, 1.50331, -0.31236], [0.92240, 0.36094, 0.43224], [2.01463, -0.40178, 0.01388], [0.70743, -0.76574, -0.27595], [-0.77196, -1.41953, 0.05394], [-1.62390, -0.45049, -0.06328], [-1.01043, 1.30746, 1.06474], [-2.13740, 1.63488, -0.15893], [0.25263, 2.52192, 0.30884], [0.61224, 1.57133, -1.49914], [1.02482, 0.40336, 1.57537], [0.61760, -0.60976, -1.32109], [-0.68183, -1.90704, 1.04764], [-1.07581, -2.30771, -0.57085]], "forces_ev_per_a": [[-0.70, -0.47, -1.88], [-0.04, 1.79, -0.99], [1.42, 4.95, 2.89], [2.42, -1.10, 0.56], [-4.29, -4.60, -2.77], [4.97, -5.25, 1.74], [-2.10, 5.80, -0.78], [-0.79, -0.56, 2.87], [1.23, -1.00, -0.50], [0.52, -1.66, -1.91], [-1.18, -0.03, 3.38], [-1.19, -0.02, -1.63], [-0.43, 0.44, -1.14], [-0.35, 0.59, 0.24], [0.50, 1.10, -0.08]]}

# 4
{"formula": "C36H37N9O2S3V", "method": "wB97M-V/def2-TZVPD", "spin_multiplicity": 4, "orbital_gap_ha": [0.2287, 0.2777], "lumo_ha": [0.00637, 0.00425], "e_above_lowest_kj_mol": 23.4, "species": ["V", "O", "S", "O", "N", "C", "C", "C", "C", "C", "C", "C", "C", "N", "C", "C", "C", "C", "C", "C", "C", "H", "H", "H", "H", "H", "H", "H", "H", "H", "H", "H", "S", "C", "C", "C", "C", "C", "C", "C", "C", "C", "N", "H", "H", "H", "H", "H", "H", "C", "C", "C", "C", "N", "C", "S", "N", "C", "H", "H", "H", "H", "H", "H", "H", "H", "C", "N", "C", "N", "C", "N", "C", "N", "C", "C", "H", "H", "H", "H", "H", "H", "H", "H", "H", "H", "H", "H"], "xyz": [[-0.60052, -0.16680, -0.73894], [0.40403, 3.03107, -0.41781], [-0.31909, 2.72153, 0.77921], [0.30842, 3.04736, 2.03266], [-0.79617, 1.17068, 0.72091], [-1.38930, 0.56619, 1.85212], [-1.97907, 1.20400, 2.91708], [-2.54541, 0.46095, 3.97778], [-2.46791, -0.89746, 4.02470], [-1.77346, -1.58093, 2.99958], [-1.45569, -2.95466, 3.06708], [-0.61474, -3.49587, 2.14197], [-0.17086, -2.70804, 1.06800], [-0.56024, -1.46520, 0.87373], [-1.27868, -0.86747, 1.89336], [-1.80048, 3.70434, 0.71079], [-3.06504, 3.15857, 0.55369], [-4.17647, 3.99408, 0.53104], [-4.02041, 5.36462, 0.67719], [-2.74991, 5.90798, 0.83591], [-1.63755, 5.08230, 0.85003], [-1.99894, 2.28261, 2.96089], [-3.03000, 0.99539, 4.78626], [-2.87283, -1.45621, 4.86051], [-1.83718, -3.55164, 3.88858], [-0.28413, -4.52330, 2.21417], [0.54025, -3.10849, 0.35958], [-3.18282, 2.08629, 0.47464], [-5.16599, 3.57114, 0.40796], [-4.88960, 6.01102, 0.67722], [-2.62798, 6.97747, 0.95528], [-0.64148, 5.48958, 0.97487], [2.81015, 1.06163, -3.34710], [3.46552, -0.18392, -2.37879], [2.56028, -0.67039, -1.48235], [1.25656, -0.05230, -1.54776], [1.28332, 0.90876, -2.53759], [0.07805, 1.65682, -2.86341], [-0.02138, 2.69549, -3.78702], [-1.23864, 3.29737, -4.00948], [-2.36117, 2.85062, -3.32043], [-2.19479, 1.81518, -2.42935], [-1.01613, 1.21900, -2.19303], [4.49365, -0.48437, -2.52977], [2.82292, -1.44052, -0.76535], [0.87017, 3.02509, -4.30572], [-1.32333, 4.11363, -4.71736], [-3.33527, 3.29507, -3.46808], [-3.04201, 1.42627, -1.87671], [5.81884, 2.36513, 4.00608], [5.22852, 1.00128, 3.84203], [5.70037, -0.12652, 4.42921], [5.02206, -1.34091, 4.15125], [3.95806, -1.42754, 3.38859], [3.43883, -0.28615, 2.82402], [2.05701, -0.18019, 1.92259], [4.14765, 0.88963, 3.04728], [5.51537, -2.62581, 4.75166], [6.63241, 2.34554, 4.72637], [5.05861, 3.07003, 4.34801], [6.20260, 2.72844, 3.05051], [6.56138, -0.09336, 5.08137], [3.73582, 1.70614, 2.61239], [6.36969, -2.46954, 5.40915], [5.79694, -3.31459, 3.95343], [4.70601, -3.09483, 5.31215], [0.00610, -2.84581, -2.51322], [-1.02948, -1.78504, -2.39321], [-2.29411, -2.43004, -1.93142], [-2.73488, -3.50940, -2.80886], [-1.65811, -4.50620, -2.87526], [-0.40971, -3.93690, -3.39178], [-0.67024, -3.37540, -4.72240], [-1.70876, -2.34004, -4.68104], [-1.28301, -1.28115, -3.77020], [-2.93168, -2.95372, -4.15369], [0.21548, -3.24674, -1.52730], [0.90952, -2.38390, -2.90486], [-3.07129, -1.66300, -1.90434], [-2.14369, -2.82451, -0.92808], [-1.97300, -5.32674, -3.52076], [-1.47878, -4.89536, -1.87103], [-0.99581, -4.17526, -5.38851], [0.25185, -2.94189, -5.11185], [-2.05651, -0.51908, -3.73253], [-0.36038, -0.83102, -4.13606], [-3.23998, -3.75721, -4.82346], [-3.72231, -2.20294, -4.11703]], "forces_ev_per_a": [[-0.11, -1.14, -0.97], [0.09, -0.07, -0.24], [-0.14, -0.39, 0.25], [-0.10, -0.01, 0.17], [-0.57, 0.83, 1.37], [0.62, 0.20, -0.39], [-0.24, -0.14, 0.19], [0.02, 0.23, -0.06], [0.03, -0.11, 0.05], [0.06, -0.12, -0.08], [-0.08, -0.02, 0.12], [0.12, -0.14, -0.10], [-0.11, 0.05, -0.04], [-0.31, -0.32, 1.16], [0.13, 0.28, -0.11], [-0.16, 0.21, 0.08], [0.02, 0.09, -0.01], [0.03, 0.03, 0.00], [0.00, -0.03, -0.01], [0.03, -0.02, -0.02], [-0.06, -0.13, -0.02], [-0.01, -0.03, 0.02], [0.02, 0.02, -0.04], [0.03, 0.01, -0.05], [0.03, 0.05, -0.01], [0.01, 0.02, 0.00], [-0.07, -0.04, -0.07], [0.02, 0.00, -0.02], [0.02, 0.00, 0.02], [0.02, -0.01, -0.02], [0.00, -0.02, -0.02], [-0.04, -0.01, 0.01], [-0.10, 0.19, -0.14], [0.01, -0.08, 0.06], [-0.18, 0.12, 0.03], [1.32, -0.10, -0.52], [-0.22, -0.02, -0.02], [0.07, -0.35, 0.06], [0.19, 0.04, -0.06], [-0.02, 0.10, -0.09], [-0.03, 0.01, -0.02], [0.26, -0.13, 0.05], [-0.33, 1.14, -0.92], [-0.07, 0.01, 0.07], [-0.02, 0.03, -0.03], [-0.04, 0.01, 0.01], [0.02, -0.03, 0.03], [0.01, -0.01, 0.02], [-0.02, -0.01, 0.07], [-0.05, -0.01, -0.05], [-0.01, 0.24, -0.08], [0.12, -0.17, 0.15], [-0.13, -0.10, -0.08], [-0.06, 0.32, -0.06], [0.10, -0.08, 0.13], [0.31, -0.27, 0.19], [-0.11, 0.06, -0.02], [-0.01, -0.01, -0.02], [0.00, 0.00, -0.01], [0.02, -0.02, 0.00], [0.00, -0.01, 0.02], [-0.04, -0.03, -0.04], [0.00, 0.01, 0.00], [-0.03, 0.00, -0.02], [-0.01, 0.03, 0.02], [0.03, 0.01, -0.01], [-0.10, 0.04, -0.16], [-0.54, -0.34, 0.20], [0.12, -0.05, -0.29], [0.08, 0.06, -0.03], [0.04, 0.15, -0.02], [-0.08, 0.10, -0.02], [-0.04, 0.05, 0.13], [0.02, -0.12, 0.08], [0.08, -0.13, -0.01], [0.14, 0.01, 0.05], [0.00, -0.02, 0.05], [0.08, 0.03, 0.02], [-0.03, 0.05, 0.06], [0.04, -0.02, 0.09], [0.00, -0.01, -0.03], [-0.01, -0.03, 0.01], [0.00, -0.02, -0.02], [0.01, 0.01, 0.00], [-0.07, 0.05, 0.02], [0.03, 0.04, -0.01], [-0.02, -0.01, -0.02], [-0.02, 0.03, 0.02]]}

# 5
{"formula": "C20H27F2N5O3S", "method": "wB97M-V/def2-TZVPD", "smiles": "CN(C)CCNC(=O)c1onc(CSc2ccc(F)c(F)c2)c1C(=O)NCCN(C)C", "orbital_gap_ha": 0.3040, "lumo_ha": 0.00256, "e_above_lowest_kj_mol": 8.9, "species": ["C", "N", "C", "C", "C", "N", "C", "O", "C", "O", "N", "C", "C", "S", "C", "C", "C", "C", "F", "C", "F", "C", "C", "C", "O", "N", "C", "C", "N", "C", "C", "H", "H", "H", "H", "H", "H", "H", "H", "H", "H", "H", "H", "H", "H", "H", "H", "H", "H", "H", "H", "H", "H", "H", "H", "H", "H", "H"], "xyz": [[1.07258, 5.33225, 1.09142], [1.94469, 4.58394, 0.20812], [2.69352, 5.47301, -0.65779], [2.80823, 3.66345, 0.93311], [3.21160, 2.49617, 0.02697], [2.02109, 1.93944, -0.56686], [1.73654, 0.63191, -0.56144], [2.50042, -0.22845, -0.14998], [0.39347, 0.31906, -1.11394], [-0.45460, 1.35752, -1.26854], [-1.63028, 0.91241, -1.75363], [-1.53326, -0.38072, -1.91682], [-2.66004, -1.20825, -2.39592], [-3.57917, -1.94192, -0.98908], [-4.72592, -0.69155, -0.49968], [-4.64742, 0.64039, -0.88796], [-5.60164, 1.54195, -0.45071], [-6.62828, 1.12654, 0.37651], [-7.54961, 2.01400, 0.79542], [-6.69890, -0.20398, 0.77490], [-7.68912, -0.61814, 1.58352], [-5.75670, -1.11152, 0.33932], [-0.23606, -0.83917, -1.51890], [0.22047, -2.25154, -1.66521], [-0.35775, -3.01381, -2.42467], [1.28587, -2.58246, -0.93132], [1.81536, -3.92180, -0.90154], [1.58372, -4.56507, 0.47008], [2.03413, -3.71581, 1.55877], [1.52900, -4.18778, 2.83057], [3.47422, -3.56561, 1.59223], [1.62403, 5.98617, 1.78296], [0.40790, 5.94922, 0.48879], [0.46593, 4.63955, 1.67266], [3.29069, 4.89171, -1.35693], [1.99470, 6.08204, -1.22881], [3.36314, 6.14197, -0.09598], [2.24351, 3.26275, 1.77785], [3.71249, 4.15453, 1.32661], [3.70966, 1.71048, 0.59864], [3.88979, 2.83455, -0.76312], [1.32876, 2.62571, -0.83968], [-3.35779, -0.64136, -3.00718], [-2.26839, -2.07473, -2.93048], [-3.83756, 0.99229, -1.50615], [-5.55322, 2.57820, -0.74475], [-5.82491, -2.14168, 0.64998], [1.74775, -1.89089, -0.34578], [1.29557, -4.50392, -1.66642], [2.88155, -3.89158, -1.14195], [0.50870, -4.71579, 0.59688], [2.07459, -5.55575, 0.48435], [1.90133, -5.19089, 3.09357], [1.82953, -3.49142, 3.61205], [0.44085, -4.21995, 2.79690], [3.74284, -2.94974, 2.44865], [3.99915, -4.53115, 1.67624], [3.81324, -3.05479, 0.69415]], "forces_ev_per_a": [[-0.04, -0.02, -0.01], [0.02, -0.02, 0.09], [-0.03, -0.03, -0.03], [0.03, -0.21, -0.19], [0.19, 0.08, 0.23], [-0.08, 0.22, -0.02], [0.05, 0.41, -0.10], [0.05, -0.19, 0.09], [-0.74, -1.01, -0.30], [0.87, -0.07, 0.34], [-0.87, -0.31, -0.54], [0.70, 0.43, 0.21], [-0.61, -0.23, 0.34], [0.20, -0.19, -0.23], [0.06, 0.07, -0.09], [-0.01, -0.13, -0.02], [-0.28, -0.08, 0.19], [0.08, 0.01, -0.04], [0.04, -0.21, 0.02], [0.04, 0.09, -0.02], [0.08, 0.16, -0.10], [0.06, 0.17, -0.05], [0.23, 0.90, 0.13], [0.46, 0.22, 0.26], [-0.30, -0.17, -0.15], [0.19, -0.14, 0.13], [-0.10, -0.32, 0.09], [0.01, 0.16, -0.20], [-0.03, -0.10, -0.03], [-0.01, 0.06, -0.03], [-0.10, 0.03, -0.01], [0.02, 0.03, 0.02], [-0.05, 0.06, 0.04], [-0.04, 0.03, 0.05], [0.07, 0.04, -0.08], [0.04, 0.04, -0.06], [0.02, 0.01, 0.02], [0.04, 0.01, -0.01], [-0.06, 0.01, 0.03], [0.01, 0.13, -0.09], [0.03, -0.06, 0.10], [-0.06, -0.12, 0.00], [0.06, 0.01, -0.09], [-0.11, 0.19, 0.00], [-0.07, 0.04, 0.01], [-0.04, 0.13, -0.01], [-0.11, -0.13, 0.07], [-0.22, 0.10, -0.12], [0.18, 0.05, 0.08], [-0.06, -0.05, -0.04], [0.04, -0.05, -0.02], [-0.04, 0.02, 0.04], [0.01, -0.03, 0.02], [-0.02, -0.02, 0.09], [-0.04, -0.03, 0.05], [0.07, 0.03, 0.01], [0.03, -0.02, 0.00], [0.14, 0.02, -0.04]]}

no.,energy (hartree)
1,-955.36354
2,-1834.29159
3,-345.57257
4,-4175.91364
5,-1875.70708